ORCA calculation (ωB97M-V with the def2-TZVPD basis set) on C24H26BrCaN10O4Se4 as an isolated structure.

XYZ file:
```
70
Properties=species:S:1:pos:R:3:forces:R:3:nbo_charge:R:1
Ca 0.028 -1.587 0.094 -0.6946 -1.0626 0.5296 1.722
Br 3.598 5.264 -1.921 0.0146 0.0034 -0.0442 0.040
C 3.040 5.055 -0.122 0.0227 -0.0129 0.0563 -0.089
C 1.690 4.907 0.152 -0.0416 -0.0129 -0.0316 -0.248
C 1.271 4.722 1.457 0.0382 0.0629 -0.0650 -0.162
C 2.209 4.696 2.485 0.0031 -0.0322 0.3483 0.053
C 3.551 4.905 2.205 0.0157 -0.0667 -0.1056 -0.204
C 3.980 5.063 0.894 -0.0223 -0.0065 0.0066 -0.220
N 1.848 4.630 3.886 -0.1255 0.1721 -0.2575 -0.151
N 0.987 3.842 4.307 0.0818 -0.2041 0.0319 -0.092
C 0.463 2.811 3.464 0.0805 0.1062 0.1090 -0.023
C -0.896 2.705 3.366 -0.0348 0.0119 -0.0952 -0.181
C -1.489 1.854 2.425 -0.0856 0.0022 -0.0963 -0.366
C -0.736 1.041 1.581 0.3188 0.1689 0.0856 0.456
O -1.262 0.273 0.675 -0.0726 0.0578 0.1764 -0.912
C 0.710 1.043 1.799 -0.2294 0.0831 0.0678 0.048
N 1.449 0.149 1.093 -0.1554 0.1010 0.0162 -0.517
C 2.735 0.036 1.315 -0.0129 -0.0273 0.0081 0.092
C 3.398 0.832 2.267 0.0194 -0.0405 -0.0402 -0.238
C 2.685 1.757 2.971 -0.0478 0.0389 0.0048 -0.169
C 1.294 1.904 2.746 0.1327 -0.0594 -0.0558 -0.024
H 0.969 4.922 -0.654 0.0014 0.0045 0.0051 0.218
H 0.218 4.590 1.664 0.0066 -0.0099 0.0303 0.228
H 4.263 4.920 3.020 -0.0097 0.0196 0.0052 0.229
H 5.029 5.196 0.670 -0.0015 -0.0078 -0.0094 0.228
H -1.511 3.355 3.978 0.0030 -0.0036 -0.0018 0.218
H -2.568 1.836 2.321 -0.0039 -0.0048 0.0051 0.203
H 3.260 -0.730 0.752 0.0061 -0.0005 0.0258 0.240
H 4.454 0.678 2.444 -0.0006 0.0166 0.0032 0.224
H 3.169 2.358 3.730 0.0130 0.0245 -0.0025 0.216
N -1.849 1.045 -2.089 0.0659 -0.0029 0.0238 -0.636
N -0.669 1.729 -2.509 -0.0055 -0.0070 0.0944 -0.417
C 0.552 1.192 -2.398 -0.2357 0.1083 -0.0645 0.607
N 1.584 1.980 -2.750 -0.0423 -0.0125 -0.0494 -0.799
N 0.588 -0.058 -1.940 0.6819 0.2148 -0.0221 -0.511
N 1.832 -0.632 -1.775 -0.1027 0.0555 -0.2905 0.630
O 2.890 -0.059 -2.000 -0.1155 -0.1692 -0.0272 -0.426
O 1.770 -1.775 -1.351 0.6773 0.1741 -0.2714 -0.421
H -2.526 1.781 -1.918 -0.0529 -0.0054 -0.0706 0.344
H -1.640 0.675 -1.154 -0.0201 0.0138 0.0295 0.407
H -0.758 2.694 -2.762 0.0156 0.0443 0.0180 0.381
H 1.414 2.832 -3.252 0.0074 0.0380 0.0060 0.392
H 2.503 1.566 -2.731 0.0174 -0.0166 0.0132 0.451
Se 1.553 -3.523 1.707 0.1902 0.0751 -0.2057 -0.795
Se 3.456 -3.992 0.364 -0.3107 -0.0295 -0.0061 -0.141
Se 2.596 -5.189 -1.500 0.1031 0.2203 -0.1355 -0.147
Se 2.852 -3.975 -3.509 -0.1105 -0.0929 0.2913 -0.727
C -3.522 -5.172 -4.439 -0.0278 -0.0158 -0.0366 -0.633
C -2.779 -4.286 -3.481 0.0246 0.0104 0.0323 0.011
C -3.447 -3.400 -2.638 0.0425 0.0098 -0.0012 -0.234
C -2.715 -2.613 -1.769 -0.0673 -0.0352 -0.0114 0.032
N -1.386 -2.651 -1.692 -0.0077 -0.0092 0.0513 -0.535
C -0.738 -3.492 -2.503 0.0176 0.0112 -0.0382 0.066
C -1.395 -4.318 -3.402 0.0108 0.0049 -0.0063 -0.248
H -4.599 -5.112 -4.286 0.0038 0.0059 0.0060 0.206
H -3.214 -6.212 -4.321 0.0046 0.0078 0.0023 0.226
H -3.309 -4.887 -5.471 0.0078 0.0034 0.0089 0.224
H -4.528 -3.325 -2.656 0.0016 -0.0067 0.0018 0.196
H -3.219 -1.925 -1.096 0.0149 -0.0078 -0.0054 0.185
H 0.346 -3.512 -2.455 0.0653 -0.0221 -0.0089 0.262
H -0.797 -4.972 -4.025 -0.0081 -0.0027 0.0030 0.236
C -3.414 -3.599 2.745 0.0246 -0.0623 0.0064 -0.710
C -2.735 -2.514 1.957 0.0180 0.2380 -0.0462 0.697
N -3.325 -1.300 1.895 -0.1338 -0.1105 0.1478 -0.828
O -1.683 -2.730 1.372 -0.0050 -0.0739 -0.0687 -0.682
H -4.339 -3.279 3.221 0.0028 0.0279 -0.0081 0.201
H -2.711 -3.955 3.497 -0.0146 -0.0108 0.0009 0.253
H -3.616 -4.430 2.070 -0.0021 -0.0044 0.0092 0.247
H -4.086 -1.078 2.508 -0.0397 0.0032 0.0035 0.384
H -2.772 -0.556 1.471 0.0848 0.1087 -0.0860 0.436
```
Positions in Å, forces in eV/Å.

Calculated values
E_LUMO, eV: 1.605
Molar mass, g mol⁻¹: 954.36
HOMO level, Ha: -0.0944
Energy relative to the best compared isomer or geometry (same formula, charge and spin), eV: 1.585
Largest force on an atom, eV/Å: 1.38
Spin multiplicity: 1
Charge: -1